No. 1
The following is a quantum chemistry calculation of C26H21InO11P as an isolated structure at a distorted geometry, from the Open Molecules 2025 dataset.

Each line ends with the Mulliken charge.
CARTESIAN COORDINATES (ANGSTROEM)
C: 6.089 0.976 0.343  -0.145
C: 5.035 1.605 0.359  -0.619
In: 2.986 2.575 0.169  0.738
P: 1.314 0.695 0.516  0.295
O: 1.517 0.174 1.924  -0.581
O: 1.733 -0.605 -0.532  -0.586
O: -0.313 1.131 0.281  -0.459
H: 6.780 0.122 0.141  0.308
H: 2.813 3.954 1.275  -0.286
H: 2.867 3.055 -1.574  -0.302
H: 2.711 -0.516 -0.600  0.308
H: -0.431 1.345 -0.673  0.290
C: -4.425 -1.642 1.801  -0.341
C: -4.093 -2.884 2.144  -0.421
C: -2.677 -3.315 2.195  0.301
O: -2.376 -4.452 2.507  -0.574
C: -1.646 -2.311 1.853  -0.235
C: -1.976 -1.066 1.509  -0.212
C: -3.391 -0.637 1.458  0.132
O: -3.699 0.498 1.147  -0.529
H: -5.455 -1.309 1.757  0.417
H: -4.835 -3.631 2.398  0.398
H: -0.616 -2.643 1.896  0.519
H: -1.231 -0.319 1.254  0.480
C: 2.777 -1.397 -4.319  -0.350
C: 1.853 -0.902 -3.495  -0.203
C: 0.638 -0.237 -4.017  0.162
O: -0.206 0.218 -3.270  -0.529
C: 0.488 -0.145 -5.488  -0.366
C: 1.411 -0.640 -6.310  -0.392
C: 2.628 -1.305 -5.788  0.394
O: 3.469 -1.758 -6.540  -0.574
H: 3.673 -1.885 -3.956  0.445
H: 1.945 -0.960 -2.414  0.696
H: -0.407 0.344 -5.852  0.407
H: 1.318 -0.580 -7.387  0.389
C: -5.788 3.720 -0.551  -0.411
C: -5.823 2.388 -0.549  -0.267
C: -6.943 1.649 -1.174  0.390
O: -6.979 0.434 -1.172  -0.550
C: -8.021 2.446 -1.803  -0.378
C: -7.986 3.777 -1.805  -0.370
C: -6.865 4.517 -1.179  0.358
O: -6.834 5.732 -1.183  -0.555
H: -4.978 4.278 -0.099  0.449
H: -5.042 1.790 -0.094  0.568
H: -8.832 1.889 -2.256  0.406
H: -8.766 4.376 -2.259  0.397
C: 6.444 -1.616 5.231  -0.415
C: 6.943 -1.856 4.020  -0.387
C: 6.086 -1.805 2.813  0.261
O: 6.539 -2.025 1.708  -0.548
C: 4.655 -1.476 3.005  -0.089
C: 4.156 -1.236 4.216  -0.369
C: 5.011 -1.287 5.422  0.373
O: 4.559 -1.066 6.529  -0.566
H: 7.054 -1.649 6.124  0.387
H: 7.987 -2.097 3.862  0.398
H: 4.043 -1.442 2.112  0.428
H: 3.112 -0.994 4.372  0.512

Computed properties:
- Molecular weight: 655.24 u
- Charge: -1
- Total energy: -2362.3871 a.u.

=====

No. 2
The following is a quantum chemistry calculation of C22H23F6N2PSeW as an isolated structure at a distorted geometry, from the Open Molecules 2025 dataset.

Each line ends with the Löwdin spin population.
CARTESIAN COORDINATES (ANGSTROEM)
W: 0.372 -1.052 -0.546  0.720
Se: 0.169 -3.518 -0.124  0.048
C: -1.198 -4.335 -1.135  0.011
C: -2.069 -3.543 -1.905  0.012
C: -3.006 -4.156 -2.704  0.001
C: -3.094 -5.554 -2.743  0.019
C: -2.245 -6.341 -1.965  0.001
C: -1.306 -5.741 -1.154  0.009
H: -1.982 -2.451 -1.861  0.001
H: -3.682 -3.564 -3.302  0.000
H: -3.826 -6.019 -3.386  0.001
H: -2.330 -7.416 -1.995  0.000
H: -0.644 -6.336 -0.541  0.000
N: -1.055 0.128 -1.248  0.009
C: -1.528 1.116 -1.704  0.061
C: -2.068 2.327 -2.084  0.006
C: -2.318 2.667 -3.434  0.000
C: -2.834 3.909 -3.740  0.000
C: -3.123 4.825 -2.732  -0.008
C: -2.872 4.505 -1.399  0.000
C: -2.356 3.273 -1.065  0.000
H: -2.110 1.952 -4.215  0.000
H: -3.019 4.169 -4.772  0.000
H: -3.546 5.785 -2.982  0.000
H: -3.088 5.225 -0.623  0.000
H: -2.184 3.012 -0.031  0.000
F: 2.494 -1.579 -0.448  0.006
P: 2.909 -0.810 -2.024  0.002
F: 1.304 -1.436 -2.430  0.023
F: 3.531 -2.146 -2.453  0.001
F: 1.880 0.452 -1.334  -0.003
F: 4.106 -0.147 -1.309  0.000
F: 2.933 -0.046 -3.353  0.000
C: 4.082 1.590 3.384  0.000
N: 3.051 2.227 2.533  0.000
C: 2.150 3.138 3.271  0.000
C: 2.323 1.259 1.664  0.003
C: 1.225 0.402 2.283  0.022
C: 1.049 0.153 3.641  -0.006
C: -0.046 -0.562 4.108  0.029
C: -0.992 -1.058 3.226  0.001
C: -0.791 -0.877 1.862  0.029
C: 0.332 -0.179 1.360  -0.002
H: 4.616 2.353 3.948  0.000
H: 4.795 1.054 2.759  0.000
H: 3.647 0.884 4.086  0.000
H: 3.574 2.829 1.884  0.000
H: 1.533 2.602 3.985  0.000
H: 1.497 3.659 2.575  0.000
H: 2.733 3.878 3.815  0.000
H: 3.072 0.603 1.203  0.001
H: 1.850 1.841 0.863  0.000
H: 1.751 0.498 4.379  -0.001
H: -0.182 -0.710 5.169  0.001
H: -1.878 -1.556 3.586  -0.001
H: -1.606 -1.184 1.159  0.006

Computed properties:
- Molecular weight: 723.20 u
- 2S+1: 2
- Charge: +3
- ⟨S²⟩: 0.78
- Total energy: -4369.7962 a.u.
- Energy relative to the best compared isomer or geometry (same formula, charge and spin): 0.0 kcal per mole

=====

No. 3
The following is a quantum chemistry calculation of C26H27MnN7OPS as an isolated structure at a distorted geometry, from the Open Molecules 2025 dataset.

Each line ends with the Löwdin spin population.
CARTESIAN COORDINATES (ANGSTROEM)
Mn: -0.933 1.188 0.704  3.324
N: 0.461 -2.555 2.366  0.001
C: 0.736 -0.474 2.472  -0.014
S: -1.138 -0.134 2.471  -0.080
N: 1.435 0.695 2.328  -0.163
N: 0.946 1.422 1.376  -0.116
C: 1.599 2.424 0.825  0.101
C: 0.962 3.040 -0.300  0.006
C: 1.501 4.135 -0.990  0.027
C: 0.814 4.653 -2.076  0.012
C: -0.387 4.061 -2.454  0.024
C: -0.860 2.973 -1.729  0.019
N: -0.213 2.463 -0.687  0.016
H: -0.556 -2.687 2.412  0.001
H: 0.938 -3.463 2.329  0.000
H: 2.583 2.709 1.181  0.001
H: 2.436 4.560 -0.654  0.001
H: 1.203 5.500 -2.623  0.000
H: -0.951 4.418 -3.302  0.001
H: -1.782 2.483 -2.027  0.001
O: -3.438 1.837 0.262  0.009
N: -2.733 0.683 0.028  -0.012
C: -3.379 -0.361 -0.340  0.017
C: -2.847 -1.687 -0.540  0.001
C: -3.771 -2.699 -0.840  0.006
C: -3.376 -4.019 -0.962  -0.001
C: -2.038 -4.357 -0.821  0.006
C: -1.097 -3.370 -0.561  -0.004
C: -1.486 -2.042 -0.398  -0.003
P: -0.176 -0.827 -0.104  -0.096
C: 0.903 -1.538 1.315  -0.013
C: 0.935 -1.622 3.469  -0.006
C: 2.342 -1.835 3.916  -0.004
C: 3.380 -2.080 3.109  0.000
C: 3.321 -2.202 1.669  -0.001
C: 2.274 -1.937 0.874  0.000
C: 0.833 -0.772 -1.597  -0.018
C: 0.334 -1.249 -2.810  -0.010
C: 1.080 -1.100 -3.966  0.000
C: 2.322 -0.482 -3.921  -0.012
C: 2.810 0.020 -2.719  0.000
C: 2.063 -0.099 -1.565  -0.007
H: -4.409 1.700 0.180  0.002
H: -4.457 -0.278 -0.485  0.000
H: -4.815 -2.455 -0.978  0.000
H: -4.110 -4.781 -1.172  0.000
H: -1.727 -5.385 -0.927  0.000
H: -0.045 -3.627 -0.513  0.000
H: 0.252 -1.611 4.322  -0.002
H: 2.496 -1.747 4.981  0.000
H: 4.358 -2.211 3.549  0.000
H: 4.237 -2.520 1.189  0.000
H: 2.393 -2.085 -0.190  0.000
H: -0.624 -1.745 -2.842  0.000
H: 0.697 -1.485 -4.898  0.000
H: 2.905 -0.380 -4.823  -0.001
H: 3.782 0.489 -2.682  0.000
H: 2.443 0.297 -0.632  0.001
N: -1.777 4.113 1.158  -0.004
N: -1.432 2.996 1.982  -0.011
H: -1.700 5.001 1.653  0.000
H: -2.724 4.004 0.800  0.000
H: -2.173 2.766 2.665  0.001
H: -0.619 3.272 2.543  0.002

Computed properties:
- Molecular weight: 571.53 u
- 2S+1: 4
- Charge: +3
- ⟨S²⟩: 4.10
- Total energy: -3354.9387 a.u.
- Energy relative to the best compared isomer or geometry (same formula, charge and spin): 82.2 kcal per mole

=====

No. 4
The following is a quantum chemistry calculation of C27H49ClFI2NO5PS as an isolated structure at a distorted geometry, from the Open Molecules 2025 dataset.

Each line ends with the Mulliken charge.
CARTESIAN COORDINATES (ANGSTROEM)
C: -1.182 -0.800 -4.155  -1.600
C: -1.846 -0.115 -2.964  1.893
F: -2.701 0.870 -3.437  -0.367
C: -2.581 -1.124 -2.097  -1.743
P: -3.467 -0.397 -0.664  0.136
C: -2.894 1.287 -0.341  -0.999
C: -1.474 1.174 0.243  1.281
C: -0.703 2.504 0.235  -1.442
C: 0.271 2.628 -0.933  -0.279
N: 0.212 3.891 -1.661  0.416
C: 1.178 4.205 -2.578  -0.620
C: 0.890 5.455 -3.098  -0.606
C: -0.299 5.899 -2.485  -0.675
C: -0.697 4.914 -1.600  -0.296
C: -2.959 -1.444 0.723  0.128
C: -3.432 -1.059 2.145  -0.965
C: -2.292 -0.883 3.175  -1.435
C: -1.096 -1.810 3.022  -0.280
S: -1.552 -3.522 3.157  1.177
O: -1.560 -4.097 1.849  -0.516
O: -2.709 -3.651 3.976  -0.578
Cl: 0.054 -4.313 4.129  -0.233
C: -5.250 -0.467 -1.073  -0.763
I: -6.440 0.055 0.609  0.235
C: -5.504 0.515 -2.291  -0.254
C: -5.562 -0.242 -3.611  -1.389
I: -7.375 1.593 -2.169  0.154
H: -1.862 -0.737 -5.000  0.446
H: -0.951 -1.834 -3.918  0.395
H: -0.259 -0.299 -4.430  0.418
H: -1.058 0.348 -2.378  -1.201
H: -3.283 -1.700 -2.695  0.937
H: -1.822 -1.805 -1.720  0.799
H: -2.826 1.850 -1.269  0.830
H: -3.581 1.778 0.343  0.689
H: -1.569 0.871 1.283  -0.692
H: -0.893 0.405 -0.260  -0.516
H: -1.417 3.320 0.282  0.547
H: -0.122 2.510 1.150  0.412
H: 1.278 2.538 -0.535  0.527
H: 0.162 1.809 -1.644  0.105
H: 2.010 3.584 -2.851  0.398
H: 1.456 5.993 -3.836  0.446
H: -0.836 6.821 -2.608  0.431
H: -1.557 4.905 -0.962  0.318
H: -1.880 -1.518 0.619  -0.286
H: -3.349 -2.429 0.467  0.682
H: -3.958 -0.114 2.102  0.423
H: -4.098 -1.833 2.506  0.462
H: -1.953 0.147 3.227  0.579
H: -2.735 -1.085 4.149  0.509
H: -0.542 -1.662 2.099  -0.162
H: -0.387 -1.590 3.816  0.760
H: -5.479 -1.459 -1.451  0.814
H: -4.767 1.305 -2.316  0.484
H: -5.811 0.436 -4.419  0.513
H: -6.369 -0.970 -3.567  0.490
H: -4.617 -0.710 -3.865  0.144
C: 2.057 -2.746 0.319  -1.274
C: 1.367 -1.691 -0.500  0.865
O: 0.153 -1.668 -0.601  -0.503
C: 2.240 -0.674 -1.178  -0.639
H: 1.316 -3.415 0.754  0.262
H: 2.733 -3.324 -0.313  0.482
H: 2.632 -2.274 1.118  0.240
H: 2.926 -1.172 -1.865  0.539
H: 2.814 -0.127 -0.428  -0.066
H: 1.625 0.027 -1.738  -0.027
C: 3.163 3.017 3.005  -1.349
C: 3.089 1.694 2.289  0.722
O: 2.062 1.319 1.757  -0.242
C: 4.333 0.850 2.254  -0.756
H: 2.199 3.520 2.953  0.276
H: 3.426 2.860 4.052  0.379
H: 3.920 3.650 2.541  0.352
H: 4.646 0.600 3.268  0.402
H: 5.139 1.392 1.756  0.374
H: 4.140 -0.067 1.712  -0.116
C: 7.573 -3.048 0.805  -1.158
C: 6.495 -2.633 1.774  0.804
O: 5.892 -1.589 1.643  -0.484
C: 6.203 -3.575 2.915  -1.131
H: 7.685 -2.287 0.037  0.294
H: 8.521 -3.167 1.331  0.352
H: 7.308 -3.995 0.334  0.341
H: 7.097 -3.714 3.523  0.379
H: 5.883 -4.543 2.527  0.328
H: 5.412 -3.160 3.536  0.267

Computed properties:
- Molecular weight: 838.99 u
- Charge: +1
- Total energy: -3383.9052 a.u.

=====

Q: What is the formula in the first record?
A: C26H21InO11P